Arrangement w

DFT (ωB97M-V with the def2-TZVPD basis set) results for a structure of composition C4H7N3.

```
14
Properties=species:S:1:pos:R:3
N -0.98 -0.19 1.35
N 1.23 0.31 -1.16
N 0.99 -1.03 -1.64
C 0.09 0.58 -0.30
C 0.29 -1.62 -0.76
C -0.37 1.19 1.06
C 0.03 -0.70 0.41
H 0.90 -0.78 1.09
H -1.88 -0.18 0.87
H -0.91 0.60 -0.88
H 0.44 1.47 1.76
H -1.08 2.06 1.02
H -0.04 -2.64 -0.85
H 1.30 0.95 -1.97
```

Properties
Orbital gap   10.19 eV
LUMO energy   1.0 eV
Highest occupied orbital energy   -9.22 eV

---

Arrangement x

DFT (ωB97M-V with the def2-TZVPD basis set) results for a structure of composition C4H7N3.

```
14
Properties=species:S:1:pos:R:3
N -1.78 1.74 0.08
N 2.17 -1.16 0.74
N 0.31 -1.03 -0.74
C 0.99 -0.48 0.37
C -0.83 -0.35 -0.93
C -0.84 0.67 0.11
C 0.35 0.59 0.94
H -1.60 2.32 0.89
H 2.44 -0.82 1.65
H -1.46 -0.36 0.37
H -1.55 -0.56 -1.71
H 2.93 -0.96 0.10
H 0.51 -1.94 -1.12
H -1.64 2.31 -0.75
```

Properties
Orbital gap   8.33 eV
LUMO energy   0.7 eV
Highest occupied orbital energy   -7.64 eV

---

Of them, arrangement w has the lowest stability.